3 unconnected molecules or ions with the total composition C20H29F17N3O5 in a non-equilibrium geometry. Source: the OMol25 dataset; level of theory: wB97M-V/def2-TZVPD.

Computed properties:
**Kohn-Sham gap**: 0.2538 hartree
**Net charge**: +1
**HOMO energy**: -11.9 eV
**Spin multiplicity**: 1

Geometry as XYZ:
```
74
C20H29F17N3O5, DFT wB97M-V/def2-TZVPD
C 2.36 0.45 2.08
O 1.98 1.18 0.94
C 0.66 0.97 0.48
C 0.57 -0.04 -0.67
C 0.04 -1.42 -0.27
C 1.16 -2.35 0.26
C 0.69 -2.99 1.54
N 1.65 -4.00 2.06
C 1.55 -5.16 1.37
N 0.26 -5.76 1.11
F 0.12 -5.72 -0.29
N 2.60 -5.73 0.89
C 3.99 -5.26 1.05
C 4.71 -5.55 -0.28
C 5.97 -4.74 -0.44
O 6.37 -4.35 -1.52
O 6.62 -4.51 0.75
H 3.08 -0.32 1.82
H 1.51 0.01 2.60
H 2.85 1.10 2.79
H 0.31 1.91 0.09
H -0.02 0.72 1.28
H -0.15 0.37 -1.37
H 1.54 -0.12 -1.12
H -0.69 -1.27 0.52
H -0.44 -1.92 -1.09
H 1.39 -3.09 -0.50
H 2.03 -1.73 0.43
H -0.29 -3.41 1.33
H 0.55 -2.20 2.26
H 1.37 -4.21 3.02
H 0.35 -6.76 1.30
H 2.47 -6.58 0.36
H 4.00 -4.22 1.31
H 4.43 -5.89 1.80
H 4.90 -6.61 -0.32
H 4.05 -5.24 -1.08
H 6.77 -3.57 0.86
C -5.52 -0.94 -1.99
C -4.19 -0.35 -1.49
C -3.84 1.11 -1.80
F -3.98 1.44 -3.10
F -2.55 1.31 -1.44
F -3.17 -1.18 -1.85
F -4.26 -0.42 -0.13
O -5.61 -1.59 -3.25
C -5.69 -0.90 -4.44
C -4.40 -0.95 -5.28
F -3.29 -0.74 -4.53
F -4.45 0.00 -6.24
F -6.12 0.36 -4.24
F -6.62 -1.52 -5.18
H -5.71 -1.75 -1.30
H -6.33 -0.23 -1.86
H -4.48 1.77 -1.20
H -4.31 -1.93 -5.75
C 0.54 7.01 0.39
C 1.42 7.45 1.58
C 2.16 6.39 2.40
F 1.38 5.37 2.81
F 2.68 6.98 3.50
F 0.70 8.27 2.38
F 2.40 8.22 1.03
O -0.84 6.73 0.55
C -1.31 5.55 1.08
C -1.86 5.69 2.51
F -1.07 6.42 3.31
F -1.99 4.45 3.05
F -0.37 4.58 0.98
F -2.35 5.18 0.31
H 0.53 7.90 -0.24
H 1.03 6.23 -0.19
H 2.98 5.98 1.81
H -2.84 6.16 2.47
```